1.
Formula: C14H15CrI2N8O3
Source: OMol25
Level of theory: wB97M-V/def2-TZVPD

Orbital gap (alpha / beta) ... 6.824 / 6.890 eV
Strongest force on any atom ... 0.41 eV/Å
E ... -2845.90928 hartree
HOMO energy (alpha / beta) ... -9.73 / -9.82 eV

Geometry as ORCA input:
```
! wB97M-V def2-TZVPD RIJCOSX def2/J DEFGRID3
* xyz 1 5
Cr -0.2593 -0.7648 0.6193
I -0.1737 4.5120 0.6759
C -0.1483 3.1382 -0.8755
C -0.1170 3.6050 -2.2038
C -0.1117 2.7486 -3.2691
I -0.0722 3.5352 -5.1951
C -0.1345 1.3488 -3.0367
C -0.1537 0.3609 -4.0448
C -0.1863 -0.9672 -3.7228
C -0.1895 -1.3320 -2.3725
N -0.1597 -0.4411 -1.4054
C -0.1485 0.8970 -1.7001
C -0.1672 1.7918 -0.5681
O -0.2072 1.3007 0.6333
H -0.1021 4.6723 -2.3767
H -0.1496 0.6709 -5.0814
H -0.2132 -1.7322 -4.4845
H -0.2190 -2.3753 -2.0789
N -0.6452 -0.6062 2.7439
N -1.9841 -0.8712 3.0909
C -2.9255 -0.9811 2.0997
N -4.1908 -0.9495 2.4950
N -2.4341 -1.1086 0.8728
N -3.3509 -1.2480 -0.1858
O -4.5182 -1.5029 0.0495
O -2.8640 -1.1353 -1.2781
H -0.0426 -1.1856 3.3224
H -0.4322 0.3830 2.8892
H -2.2886 -0.5243 3.9891
H -4.4218 -0.8498 3.4682
H -4.9083 -1.1683 1.8175
C 2.7014 0.0534 2.8983
C 2.8583 -0.6281 1.5851
N 1.9255 -1.0555 0.7534
C 2.6032 -1.5839 -0.3389
C 3.9362 -1.4782 -0.1484
N 4.0813 -0.8714 1.0766
H 1.6990 0.4511 3.0235
H 3.3781 0.9045 2.9646
H 2.9201 -0.6236 3.7259
H 2.0927 -2.0072 -1.1835
H 4.7720 -1.7626 -0.7599
H 4.9511 -0.6197 1.5159
*
```


2.
Formula: C20H21NO5
Source: OMol25
Level of theory: wB97M-V/def2-TZVPD

Orbital gap ... 8.820 eV
Strongest force on any atom ... 1.28 eV/Å
Structure (SMILES) ... COc1ccc(C2(O)CCN(C(=O)c3ccc4c(c3)OCO4)CC2)cc1
E ... -1205.67356 hartree
HOMO energy ... -8.21 eV
Energy above the lowest of the compared OMol25 structures with the same formula, charge and spin ... 44.82 kcal/mol

Geometry as ORCA input:
```
! wB97M-V def2-TZVPD RIJCOSX def2/J DEFGRID3
* xyz 0 1
C 6.6124 2.7201 -0.2348
O 5.9970 1.9555 0.7733
C 4.9090 1.2072 0.4500
C 4.3378 0.4719 1.4883
C 3.2302 -0.3197 1.2705
C 2.6477 -0.4063 0.0100
C 1.4294 -1.2678 -0.2979
O 1.7397 -2.1990 -1.3272
C 0.2621 -0.3522 -0.7367
C -0.9830 -1.1871 -1.0500
N -1.3570 -1.9718 0.0997
C -2.4037 -1.7167 0.9162
O -2.5516 -2.2691 1.9911
C -3.4229 -0.7401 0.4035
C -4.2165 -1.0628 -0.6886
C -5.2256 -0.2119 -1.1331
C -5.3996 0.9637 -0.4441
C -4.6087 1.2881 0.6602
C -3.6188 0.4504 1.1097
O -4.9937 2.5071 1.1509
C -6.0656 2.9317 0.3373
O -6.2998 1.9708 -0.6698
C -0.3130 -2.8775 0.5302
C 0.9502 -2.1002 0.8994
C 3.2269 0.3282 -1.0183
C 4.3393 1.1254 -0.8149
H 6.9958 2.0876 -1.0421
H 7.4447 3.2292 0.2483
H 5.9259 3.4649 -0.6504
H 4.7865 0.5366 2.4668
H 2.8263 -0.8745 2.1008
H 2.2433 -1.7492 -2.0134
H 0.0459 0.3498 0.0702
H 0.5400 0.2201 -1.6228
H -1.8062 -0.5365 -1.3453
H -0.7515 -1.8728 -1.8729
H -4.0551 -1.9997 -1.1997
H -5.8463 -0.4612 -1.9771
H -3.0216 0.6925 1.9726
H -5.8153 3.8988 -0.1273
H -6.9723 3.0495 0.9527
H -0.6858 -3.4297 1.3938
H -0.0889 -3.5691 -0.2863
H 0.7251 -1.4406 1.7372
H 1.7316 -2.8037 1.1849
H 2.8085 0.2955 -2.0162
H 4.7471 1.6746 -1.6489
*
```


3.
Formula: C8H15Cl2GdN5
Source: OMol25
Level of theory: wB97M-V/def2-TZVPD

Orbital gap (alpha / beta) ... 5.161 / 5.254 eV
Strongest force on any atom ... 4.54 eV/Å
E ... -2273.55632 hartree
HOMO energy (alpha / beta) ... -2.41 / -2.50 eV
Energy above the lowest of the compared OMol25 structures with the same formula, charge and spin ... 24.84 kcal/mol

Geometry as ORCA input:
```
! wB97M-V def2-TZVPD RIJCOSX def2/J DEFGRID3
* xyz -1 8
Gd 0.1811 1.1365 -0.3876
Cl 1.6064 -0.6277 -1.6182
Cl -0.9766 2.3756 1.6057
C 0.1022 2.7618 -1.6885
H -0.8561 3.3482 -1.5167
H -0.0985 2.3998 -2.7437
C -1.8389 -0.4982 0.2257
C -1.7807 0.2322 -0.8489
H -1.7093 -0.0693 1.2285
C -1.4366 -0.2772 -2.2690
H -1.8510 1.3772 -0.9216
C -2.3046 -1.5143 -2.4161
H -1.6040 0.4878 -3.0422
H -0.3652 -0.5696 -2.4612
C -2.0036 -2.5023 -1.3180
H -3.3303 -1.1607 -2.3393
H -2.2063 -1.9931 -3.3849
C -2.1049 -1.9601 0.1411
H -2.6506 -3.3793 -1.4052
H -0.9787 -2.8540 -1.4071
H -3.0791 -2.2369 0.5898
H -1.3847 -2.4771 0.7853
N 4.4332 -0.2347 3.6804
N 3.5019 0.5423 2.9915
N 3.6870 1.8930 2.9319
C 2.8003 2.2070 1.9772
N 2.1607 1.1429 1.4387
N 2.6576 0.0533 2.0881
H 4.0258 -1.1328 3.9138
H 4.7771 0.2979 4.4751
H 2.6265 3.2317 1.6957
*
```


4.
Formula: CH2N2O2S
Source: OMol25
Level of theory: wB97M-V/def2-TZVPD

Orbital gap (alpha / beta) ... 9.299 / 7.834 eV
Strongest force on any atom ... 2.79 eV/Å
E ... -697.31165 hartree
HOMO energy (alpha / beta) ... -10.29 / -8.92 eV
Energy above the lowest of the compared OMol25 structures with the same formula, charge and spin ... 150.17 kcal/mol

Geometry as ORCA input:
```
! wB97M-V def2-TZVPD RIJCOSX def2/J DEFGRID3
* xyz 0 1
C -0.1044 1.0389 -0.2063
N -0.3880 2.2223 -0.2551
N -0.8585 -0.1016 0.1727
O -3.5313 -0.6040 -0.9899
O -2.0156 0.0493 0.9634
S -3.4890 0.1895 0.2124
H 0.8623 0.6407 -0.5599
H -0.3047 -0.8515 0.5782
*
```


5.
Formula: C21H25NO2
Source: OMol25
Level of theory: wB97M-V/def2-TZVPD

Orbital gap ... 9.351 eV
Strongest force on any atom ... 0.69 eV/Å
Structure (SMILES) ... CN(C)[C@@H]1CCC[C@H]1OC(=O)C(c1ccccc1)c1ccccc1
E ... -1020.46145 hartree
HOMO energy ... -8.50 eV
Energy above the lowest of the compared OMol25 structures with the same formula, charge and spin ... 15.92 kcal/mol

Geometry as ORCA input:
```
! wB97M-V def2-TZVPD RIJCOSX def2/J DEFGRID3
* xyz 0 1
C -1.9058 -0.4649 -1.9396
N -1.5903 0.6931 -2.7547
C -2.8232 1.3385 -3.1686
C -0.7146 1.6441 -2.0779
C -0.2037 2.7265 -3.0540
C 1.3117 2.8621 -2.8306
C 1.5763 2.1590 -1.5050
C 0.5784 1.0034 -1.5450
O 0.4506 0.2883 -0.3153
C 0.0557 0.8903 0.8007
O -0.2141 2.0577 0.9170
C -0.0357 -0.0971 1.9630
C 1.3196 -0.3638 2.5780
C 1.3939 -0.5915 3.9473
C 2.6057 -0.8680 4.5533
C 3.7648 -0.9174 3.7979
C 3.7006 -0.6911 2.4345
C 2.4868 -0.4179 1.8270
C -0.7253 -1.3615 1.5001
C -2.1057 -1.4621 1.6204
C -2.7732 -2.5843 1.1630
C -2.0666 -3.6207 0.5784
C -0.6906 -3.5289 0.4592
C -0.0228 -2.4066 0.9161
H -2.4162 -0.1971 -1.0007
H -1.0034 -1.0173 -1.6925
H -2.5610 -1.1214 -2.5106
H -3.4129 1.7006 -2.3116
H -2.6059 2.1818 -3.8188
H -3.4240 0.6202 -3.7243
H -1.2358 2.1181 -1.2282
H -0.7105 3.6728 -2.8727
H -0.4084 2.4144 -4.0768
H 1.8554 2.3566 -3.6296
H 1.6308 3.9025 -2.8097
H 1.3348 2.8132 -0.6676
H 2.6043 1.8132 -1.3999
H 0.9141 0.2391 -2.2542
H -0.6606 0.3934 2.7176
H 0.4931 -0.5543 4.5431
H 2.6453 -1.0432 5.6184
H 4.7127 -1.1298 4.2696
H 4.6004 -0.7265 1.8375
H 2.4542 -0.2449 0.7621
H -2.6630 -0.6540 2.0742
H -3.8470 -2.6482 1.2626
H -2.5860 -4.4968 0.2195
H -0.1328 -4.3357 0.0067
H 1.0502 -2.3439 0.8206
*
```


6.
Formula: C61H50BrClN6OP2SeTeY
Source: OMol25
Level of theory: wB97M-V/def2-TZVPD

Orbital gap ... 6.232 eV
Strongest force on any atom ... 1.93 eV/Å
E ... -9182.80895 hartree
HOMO energy ... -9.46 eV
Energy above the lowest of the compared OMol25 structures with the same formula, charge and spin ... 51.58 kcal/mol

Geometry as ORCA input:
```
! wB97M-V def2-TZVPD RIJCOSX def2/J DEFGRID3
* xyz 1 1
Y -0.9042 -0.4327 0.1549
C 3.1469 -0.1698 2.7898
N 1.8515 -0.4298 2.1761
P 1.6885 -1.5994 0.9146
C 2.5448 -3.0024 1.7243
C 3.9283 -3.1604 1.7243
C 4.5007 -4.2555 2.3507
C 3.7073 -5.1881 2.9992
C 2.3350 -4.9999 3.0621
C 1.7591 -3.9099 2.4334
C 2.8728 -0.9368 -0.3094
C 2.7624 0.4237 -0.5888
C 3.5766 1.0075 -1.5400
C 4.5007 0.2404 -2.2312
C 4.5991 -1.1165 -1.9736
C 3.7776 -1.7103 -1.0298
P 0.4291 0.3940 2.6387
C 0.2777 0.0268 4.4187
C 0.8561 -1.1230 4.9487
C 0.7141 -1.4181 6.2922
C -0.0231 -0.5820 7.1143
C -0.6318 0.5453 6.5841
C -0.4855 0.8499 5.2442
C 1.0169 2.1274 2.6509
C 1.6803 2.7108 3.7259
C 2.1780 3.9987 3.6144
C 2.0102 4.7144 2.4408
C 1.3493 4.1392 1.3657
C 0.8514 2.8535 1.4727
H 3.5511 -1.0689 3.2635
H 3.0425 0.6055 3.5482
H 3.8551 0.1777 2.0313
H 4.5603 -2.4286 1.2425
H 5.5730 -4.3846 2.3237
H 4.1584 -6.0502 3.4681
H 1.7113 -5.7061 3.5898
H 0.6852 -3.7498 2.5134
H 2.0410 1.0296 -0.0473
H 3.4934 2.0632 -1.7417
H 5.1416 0.7028 -2.9649
H 5.3306 -1.7087 -2.5031
H 3.8325 -2.7745 -0.8569
H 1.4282 -1.7811 4.3102
H 1.1781 -2.3056 6.6952
H -0.1229 -0.8081 8.1649
H -1.2245 1.1857 7.2188
H -0.9552 1.7361 4.8343
H 1.7995 2.1763 4.6575
H 2.7024 4.4421 4.4488
H 2.3795 5.7264 2.3693
H 1.2263 4.6963 0.4492
H 0.2942 2.4131 0.6497
Br 4.5241 2.7138 -6.8872
C 2.6244 2.5881 -6.8875
C 1.9924 1.8117 -7.8497
C 0.6187 1.7198 -7.8408
C -0.1280 2.3627 -6.8470
C 0.5277 3.1495 -5.8929
C 1.9004 3.2727 -5.9233
N -1.5073 2.2866 -6.9465
N -2.3016 2.2284 -6.0135
C -2.0479 2.0001 -4.6818
C -2.7729 2.7577 -3.7663
C -2.6425 2.5836 -2.4009
C -1.8001 1.6075 -1.8658
O -1.6799 1.3971 -0.5792
C -1.0388 0.8111 -2.7891
N -0.2038 -0.1157 -2.2500
C 0.5147 -0.8657 -3.0597
C 0.3763 -0.8368 -4.4500
C -0.5063 0.0524 -5.0094
C -1.1840 0.9746 -4.1928
H 2.5707 1.2912 -8.5978
H 0.1034 1.1258 -8.5794
H -0.0449 3.6911 -5.1540
H 2.4089 3.8853 -5.1937
H -3.4168 3.5312 -4.1577
H -3.1993 3.2218 -1.7321
H 1.2029 -1.5526 -2.5866
H 0.9396 -1.5237 -5.0614
H -0.6899 0.0374 -6.0713
Cl -3.2325 -0.6113 1.8336
C -3.6855 -2.2558 1.4341
C -4.4064 -3.0079 2.3382
C -4.6455 -4.3454 2.0575
C -4.1038 -4.9109 0.9147
C -3.4112 -4.1331 0.0039
C -3.2295 -2.7556 0.2059
C -2.5841 -1.8709 -0.7789
H -4.7701 -2.5600 3.2495
H -5.2296 -4.9393 2.7420
H -4.2284 -5.9663 0.7225
H -3.0464 -4.5911 -0.9045
H -3.2796 -1.0572 -1.0510
H -2.3518 -2.4369 -1.6921
Se -0.3173 -3.6627 0.0319
N 1.0974 -3.2744 -0.9340
C 1.3285 -4.2832 -1.7892
C 2.2973 -4.3174 -2.8094
C 2.3725 -5.4269 -3.6065
C 1.5304 -6.5408 -3.4099
C 0.5631 -6.5335 -2.4446
C 0.4262 -5.3937 -1.6328
N -0.5104 -5.2232 -0.6909
H 2.9424 -3.4667 -2.9692
H 3.0910 -5.4472 -4.4115
H 1.6610 -7.4146 -4.0296
H -0.1093 -7.3623 -2.2952
C -2.2093 4.3563 2.9250
Te -2.4177 2.2726 2.3252
C -4.2222 2.9907 1.3745
C -4.4973 4.3517 1.9323
C -5.7151 4.9709 1.6866
C -6.0045 6.1992 2.2511
C -5.0780 6.8134 3.0764
C -3.8528 6.2142 3.3044
C -3.5491 4.9907 2.7228
H -1.4618 4.8550 2.3039
H -1.8799 4.4498 3.9593
H -5.0608 2.3230 1.5762
H -4.0761 3.0259 0.2943
H -6.4411 4.4719 1.0619
H -6.9563 6.6679 2.0552
H -5.3120 7.7538 3.5501
H -3.1289 6.6930 3.9483
*
```


7.
Formula: C26H32Co2N2O6P
Source: OMol25
Level of theory: wB97M-V/def2-TZVPD

Orbital gap ... 2.649 eV
Strongest force on any atom ... 2.78 eV/Å
E ... -4677.60152 hartree
HOMO energy ... -1.46 eV

Geometry as ORCA input:
```
! wB97M-V def2-TZVPD RIJCOSX def2/J DEFGRID3
* xyz -1 1
O 3.8895 0.5231 12.8997
C 2.8944 0.0839 12.5190
Co 1.3287 -0.4413 11.9268
C 0.2474 0.7959 12.8039
O 0.0742 1.8688 13.2940
C 1.3411 -0.1709 10.1800
O 1.3379 -0.0616 9.0233
C -0.4490 -0.5051 12.9221
C -1.4048 -0.8845 11.9370
C -2.5865 -0.2529 11.3608
C -3.9035 -0.9968 11.3663
C -5.0950 -0.3046 11.6324
C -6.2963 -0.9888 11.5527
C -6.3313 -2.3470 11.1617
C -5.1472 -2.9630 10.7354
C -3.9332 -2.2727 10.7700
Co -0.2109 -2.1885 11.6418
C 1.7020 -2.2972 11.6604
O 2.5930 -3.0575 11.5351
C -0.4062 -2.8744 10.0384
O -0.5054 -3.4543 9.0426
C -0.6038 -3.5338 12.6612
O -0.8828 -4.5192 13.2124
H -0.5609 -0.8969 13.9518
H -2.7146 0.8175 11.6868
H -5.0534 0.7813 11.8304
H -7.2256 -0.4823 11.7738
H -7.2584 -2.9102 11.1950
H -5.1516 -3.9788 10.3336
H -3.0176 -2.6494 10.2652
C -3.8221 3.7929 7.3868
C -2.3238 3.8946 7.6204
C -1.6319 2.9211 6.6425
C -1.8655 5.3472 7.4421
N -1.9543 3.4410 9.0168
C -2.7483 3.9354 10.1712
C -2.0263 5.0035 10.9676
C -0.7098 4.4561 11.5604
N 0.2087 3.8704 10.5250
C 1.6650 4.2768 10.4248
C 1.6832 5.6426 9.7385
C 2.3864 3.2185 9.5731
C 2.2930 4.2444 11.8072
P -0.2791 3.3669 9.0262
H -2.3922 -0.3820 10.2829
H -4.3791 4.5693 7.9134
H -3.9945 3.9327 6.3127
H -4.2059 2.8070 7.6653
H -0.5226 2.9831 6.7066
H -1.9469 1.8765 6.8401
H -1.9306 3.2240 5.6288
H -0.8239 5.5034 7.7662
H -1.9255 5.5861 6.3759
H -2.5217 6.0208 8.0077
H -3.7056 4.3223 9.8229
H -2.9998 3.0958 10.8302
H -1.8041 5.8723 10.3247
H -2.6561 5.3677 11.7973
H -0.1775 5.2438 12.1169
H -0.9441 3.6769 12.3108
H 1.0485 6.3686 10.2683
H 2.7082 6.0167 9.6945
H 1.3061 5.5468 8.7091
H 2.3210 2.2212 10.0459
H 1.9625 3.1476 8.5465
H 3.4367 3.5252 9.5007
H 2.1226 3.2582 12.2654
H 3.3790 4.3728 11.7014
H 1.9132 5.0265 12.4710
*
```


8.
Formula: C2H8N5
Source: OMol25
Level of theory: wB97M-V/def2-TZVPD

Orbital gap ... 9.768 eV
Strongest force on any atom ... 6.61 eV/Å
E ... -354.45102 hartree
HOMO energy ... -14.06 eV
Energy above the lowest of the compared OMol25 structures with the same formula, charge and spin ... 66.33 kcal/mol

Geometry as ORCA input:
```
! wB97M-V def2-TZVPD RIJCOSX def2/J DEFGRID3
* xyz 1 1
C -1.4489 -0.5908 0.0233
C -1.3667 -2.1136 0.0383
N -2.5778 0.1687 0.0414
N -2.3068 1.4399 -0.0091
N -0.3863 0.2659 -0.0806
N -0.9539 1.5343 -0.0550
N 2.8291 0.9058 0.0283
H -1.2172 -2.3903 -0.9394
H -2.4280 -2.4212 0.2812
H -0.6393 -2.4259 0.6333
H 1.7829 0.7188 0.0052
H -0.5216 2.3883 0.0081
H 2.9600 1.7467 0.5239
H 3.0451 0.6082 -0.9585
H 3.2293 0.1653 0.4597
*
```